Here is a molecular structure, C29H34BrFHfO4P from the OMol25 dataset. Energies are from ωB97M-V with the def2-TZVPD basis set.

Properties
- Net charge: +1
- Energy above the lowest of the compared OMol25 structures with the same formula, charge and spin: 0.0 kcal/mol
- Frontier orbital gap: 7.76 eV
- E_LUMO: -0.1355 hartree

Atoms and positions in Å:
Hf1 -0.5324 -0.5953 0.0133
C1 -2.9451 3.0839 -0.0656
C2 -1.8472 2.1396 -0.4515
O1 -1.5851 1.2226 0.3734
C3 -1.1512 2.2769 -1.6951
C4 -1.6136 3.2007 -2.6618
C5 -0.9717 3.3664 -3.8618
C6 0.1847 2.6296 -4.1293
C7 0.6801 1.7328 -3.2103
C8 0.0194 1.5179 -1.9877
O2 0.5227 0.6316 -1.1505
H1 -3.1531 2.9663 0.9955
H2 -3.8472 2.8211 -0.6229
H3 -2.7007 4.1179 -0.2928
H4 -2.5043 3.7766 -2.4600
H5 -1.3536 4.0632 -4.5928
H6 0.6993 2.7639 -5.0709
H7 1.5776 1.1650 -3.4067
F1 0.3440 -2.3048 -0.1912
C9 1.8463 2.1945 1.6680
C10 1.2967 1.5108 2.9260
C11 0.0338 2.2450 3.3794
C12 2.3590 1.5714 4.0247
P1 0.8902 -0.2477 2.4151
C13 2.5055 -1.0359 2.1900
C14 3.2876 -1.5312 3.2340
C15 4.5386 -2.0652 2.9755
C16 5.0270 -2.0981 1.6776
C17 4.2618 -1.5988 0.6355
C18 3.0044 -1.0731 0.8882
C19 -0.1196 -1.1816 3.6850
C20 0.2250 -0.9405 5.1554
C21 0.0220 -2.6698 3.3388
C22 -1.5880 -0.7871 3.4656
H8 2.1108 3.2240 1.9113
H9 1.1071 2.2132 0.8634
H10 2.7449 1.6980 1.3016
H11 0.2647 3.3055 3.4914
H12 -0.3233 1.8881 4.3440
H13 -0.7697 2.1502 2.6465
H14 2.5824 2.6169 4.2410
H15 3.2848 1.0934 3.7069
H16 2.0233 1.1088 4.9504
H17 2.9304 -1.5013 4.2533
H18 5.1350 -2.4525 3.7900
H19 6.0052 -2.5134 1.4800
H20 4.6364 -1.6247 -0.3785
H21 2.4152 -0.6886 0.0619
H22 1.2654 -1.1622 5.3862
H23 -0.3927 -1.5974 5.7689
H24 0.0136 0.0832 5.4588
H25 1.0147 -3.0550 3.5586
H26 -0.1819 -2.8487 2.2781
H27 -0.6993 -3.2406 3.9253
H28 -1.7769 0.2680 3.6540
H29 -2.2154 -1.3625 4.1480
H30 -1.9320 -1.0313 2.4548
Br1 -5.9176 -5.7614 -0.3317
C23 -4.8552 -4.6374 -1.4228
C24 -4.8618 -4.8066 -2.8014
C25 -4.0820 -3.9864 -3.6013
C26 -3.2998 -2.9971 -3.0312
C27 -3.2992 -2.8364 -1.6469
C28 -4.0799 -3.6552 -0.8345
C29 -2.4736 -1.7859 -1.0385
O3 -2.3931 -1.6475 0.2289
O4 -1.7503 -1.0144 -1.7383
H31 -5.4755 -5.5779 -3.2440
H32 -4.0887 -4.1263 -4.6724
H33 -2.6846 -2.3505 -3.6405
H34 -4.0677 -3.5208 0.2367